# 1
The following is a quantum chemistry calculation of a molecular structure, C49H47N4O4P2W, from OMol25.

Geometry as XYZ:
```
107
Properties=species:S:1:pos:R:3
C -1.561 3.305 0.458
C 0.965 -4.038 1.897
O 2.036 -1.029 -1.688
C 2.133 2.316 2.354
O 1.647 0.948 -0.245
H -1.597 -2.824 -3.137
C 1.844 -1.859 -2.669
C 0.401 1.228 -3.584
C -2.572 1.779 -1.976
H -0.837 3.934 0.970
C 2.260 4.257 3.757
O -1.287 -1.173 0.402
C -4.861 -1.750 0.183
C 4.269 -2.050 -3.049
C 1.364 -4.944 2.860
H -0.024 -4.033 -0.007
N 1.319 -1.933 0.806
C 3.678 -1.366 2.301
P -0.987 1.192 -1.269
C -2.463 -1.530 -0.079
C -0.455 0.236 4.057
H -2.497 3.308 1.021
H -0.954 3.301 3.356
C 2.861 -2.608 2.524
C 2.891 3.268 3.019
H 2.758 -5.410 4.420
H 2.703 3.173 -5.113
C -3.854 -2.417 -1.874
H 3.692 -3.853 -6.412
C 1.713 -2.846 1.731
C 2.973 -2.269 -3.513
C 0.742 2.340 2.419
H -5.906 1.244 -1.654
H -4.155 1.298 4.732
H -0.148 0.303 -3.736
H -1.696 3.303 -3.215
O -3.540 -0.939 1.987
C -5.021 2.827 -2.802
H -3.919 -2.828 -2.875
H 3.659 0.499 -0.056
C 2.471 -4.696 3.660
H 1.465 1.054 -5.436
H 4.224 -1.087 3.201
H 2.303 4.538 -3.093
C -2.615 2.868 -2.845
H 4.409 -1.548 -2.101
H 3.971 3.234 2.968
N -0.233 -1.950 -1.932
H -5.957 -2.514 -1.500
C 1.303 1.651 -4.547
C -0.237 -4.288 1.031
C 5.143 -3.146 -4.997
C -3.768 1.191 -1.569
H 2.619 1.538 1.785
P -0.201 1.058 1.525
H 2.844 5.017 4.259
C -3.834 3.393 -3.245
C 2.998 1.194 -0.582
C -3.125 1.014 4.540
H 0.801 -5.860 2.992
H -2.675 0.682 6.559
H 1.752 -3.078 -5.070
H -5.970 3.245 -3.110
H 3.031 -0.545 1.998
H -2.680 2.147 2.826
C 2.765 -2.917 -4.728
H -3.752 0.311 -0.940
W 0.564 -0.715 -0.264
H -1.549 -0.595 2.500
C 3.851 -3.349 -5.467
C 3.212 -3.536 3.486
C 0.186 1.987 -2.433
H -3.752 0.966 1.196
C 5.351 -2.494 -3.790
C -2.590 -2.064 -1.376
C -1.447 -2.296 -2.200
H 4.081 -3.352 4.105
H -1.760 3.752 -0.512
C -4.985 1.711 -1.978
H 0.565 -0.086 3.861
H -4.754 0.594 2.611
C 0.867 3.184 -2.264
H 0.384 5.007 4.475
H -0.537 -5.333 1.081
H 0.712 3.778 -1.370
H -0.263 0.165 6.148
C 0.876 4.260 3.867
H 3.163 1.085 -1.654
C -0.910 0.346 5.300
C 1.990 2.844 -4.368
C -2.309 0.694 5.540
H -1.080 -3.677 1.361
C -2.700 1.085 3.093
C 1.766 3.609 -3.232
H 5.986 -3.503 -5.573
H 4.401 -1.531 1.499
N -1.044 1.944 0.278
C -1.338 0.417 2.849
C 0.119 3.301 3.215
N 0.672 -2.368 -2.887
H -3.856 4.253 -3.901
C -3.630 -1.399 0.701
H 3.251 2.215 -0.290
H -5.730 -1.633 0.818
C -4.983 -2.250 -1.112
C -3.766 0.458 2.164
H 6.359 -2.339 -3.426
```

Summary:
**E_tot**: -3165.071744 Eh
**Frontier orbital gap**: 6.831 eV
**Energy relative to the best compared isomer or geometry (same formula, charge and spin)**: 193.0 kJ/mol
**Charge**: +1

Here are the Löwdin charges for atoms 1 to 6, given in e: atom 1 (C): -0.114, atom 2 (C): -0.191, atom 3 (O): -0.203, atom 4 (C): -0.085, atom 5 (O): -0.574, atom 6 (H): 0.144

# 2
The following is a quantum chemistry calculation of 2 unconnected molecules or ions with the total composition CH5ClN2S, from OMol25.

Geometry as XYZ:
```
10
Properties=species:S:1:pos:R:3
N 0.599 -0.408 -0.610
H -0.604 -1.538 1.064
Cl -1.265 1.361 -1.677
C -0.714 -0.428 1.270
H 1.725 -0.675 -2.588
N 0.287 0.255 0.447
S 1.720 0.216 -1.561
H 0.427 1.313 0.325
H -1.801 0.068 1.042
H -0.375 -0.164 2.288
```

Summary:
**E_tot**: -1008.865095 Eh
**Frontier orbital gap**: 6.596 eV
**Energy relative to the best compared isomer or geometry (same formula, charge and spin)**: 268.0 kJ/mol
**Charge**: 0

Here are the natural (NBO) charges for atoms 1 to 6, given in e: atom 1 (N): -0.205, atom 2 (H): 0.246, atom 3 (Cl): -0.870, atom 4 (C): -0.441, atom 5 (H): 0.152, atom 6 (N): -0.259

# 3
The following is a quantum chemistry calculation of 2 unconnected molecules or ions with the total composition C5H8N2O3, from OMol25.

Geometry as XYZ:
```
18
Properties=species:S:1:pos:R:3
O 0.779 -3.543 0.712
C -1.824 3.105 2.554
N 1.609 -1.530 -0.013
O 2.183 0.642 -0.648
O -1.816 3.884 1.530
C 0.226 -2.795 -1.513
N 0.846 -0.576 -2.010
H 2.009 -1.388 0.922
H -2.873 2.887 2.738
C 1.593 -0.417 -0.841
C 0.197 -1.712 -2.345
C 0.863 -2.708 -0.163
H 0.734 0.294 -2.577
H -1.555 2.166 2.302
H -0.265 -1.679 -3.365
H -1.051 3.627 0.897
H -1.442 3.477 3.559
H -0.212 -3.736 -1.740
```

Summary:
**E_tot**: -530.546333 Eh
**Frontier orbital gap**: 9.795 eV
**Energy relative to the best compared isomer or geometry (same formula, charge and spin)**: 81.4 kJ/mol
**Charge**: 0

Here are the natural (NBO) charges for atoms 1 to 6, given in e: atom 1 (O): -0.573, atom 2 (C): -0.225, atom 3 (N): -0.643, atom 4 (O): -0.613, atom 5 (O): -0.696, atom 6 (C): -0.403

# 4
The following is a quantum chemistry calculation of 10 unconnected molecules or ions with the total composition C32H91N7O11, from OMol25.

Geometry as XYZ:
```
141
Properties=species:S:1:pos:R:3
H 2.990 2.741 -2.676
O 5.101 -0.939 -3.036
C -2.851 -0.188 3.903
H 1.839 2.527 -4.005
H -1.449 0.722 1.728
C -0.986 -1.608 -3.231
H 3.867 0.310 1.552
O -0.427 0.445 -0.558
H 4.353 0.383 -1.574
H -3.478 -4.581 -4.854
H 3.638 4.925 -0.843
N -5.264 -3.734 -0.532
N -0.519 -2.219 -1.935
C 0.171 -1.602 -4.207
O 3.658 0.154 5.430
H -1.231 -2.247 0.820
O -3.080 0.894 3.031
H -2.327 -5.903 4.676
O -0.513 4.512 0.926
C 3.451 -0.163 4.053
H 3.004 -1.315 6.717
O 3.725 3.186 -4.547
H 3.995 5.396 -6.140
H 3.901 7.218 -4.595
N -4.874 0.278 5.248
C -2.865 -4.403 2.705
C 5.903 4.672 -5.418
H 2.276 0.587 1.557
C 5.785 -0.030 -3.871
H -2.449 7.089 1.736
H -2.209 -4.733 -6.056
H -3.428 -6.873 1.386
C -6.119 -2.533 -0.490
H -6.006 -0.395 -0.504
H -4.529 -1.156 0.061
H -0.568 -3.722 1.467
H -0.133 -3.100 -2.279
H -0.069 5.966 2.312
H -1.344 -2.518 -1.415
H -4.883 -3.840 0.409
H -2.976 1.362 1.064
H -0.632 3.663 1.360
H -6.155 -2.661 1.680
H 1.007 1.058 3.670
O -2.627 -3.559 1.612
C 0.345 1.488 -1.153
H -3.615 -0.137 -3.180
H -0.190 2.434 -1.100
H 1.246 1.535 -0.540
H -1.687 -7.315 1.234
H 5.952 4.029 -6.298
H -1.091 -2.453 2.564
H 2.921 3.560 -0.076
C 4.382 -1.681 -0.918
O -0.995 7.557 0.379
O -1.733 -3.505 -4.523
C 3.925 -0.973 6.234
H 0.598 -2.602 -4.274
H 2.855 -2.264 -2.315
H 3.262 1.384 -3.766
H -1.613 5.150 2.588
H 5.325 7.218 -5.319
H -4.784 0.860 -2.371
C -2.118 -5.736 2.675
O 1.580 4.976 -0.897
H -3.276 -6.952 3.858
H 3.928 1.860 3.590
H -3.945 -4.597 2.743
C -4.128 -0.008 -2.227
N -2.351 -6.534 3.879
H -3.521 -0.766 7.218
H -1.045 -5.506 2.675
C 2.931 -1.963 -1.270
H 2.273 -1.098 -1.156
H 6.834 -0.321 -3.988
H 4.341 -0.642 3.624
C 2.772 4.637 -0.249
H -5.261 -0.614 4.947
H -2.714 -1.717 -4.495
H -6.881 -2.620 -1.266
C -2.396 -6.510 1.412
C 2.888 2.405 -3.720
C -6.850 -2.516 0.850
H 4.575 -2.236 1.111
C 3.694 4.552 -4.214
H 2.588 -2.763 -0.613
O -4.855 -1.195 -1.999
H -3.355 -1.064 3.455
C -1.747 6.580 1.060
N 3.162 0.975 1.872
H 0.925 -0.866 -3.934
H -2.315 -5.839 0.551
H 4.625 -0.667 7.012
H -2.627 -3.888 3.652
H -7.295 -1.533 1.057
H -2.028 -1.265 6.308
C 3.162 1.122 3.333
H -4.405 -3.556 -1.049
H -3.140 -3.225 -6.000
H 2.773 5.149 0.721
C -3.393 0.116 5.276
C 4.967 -0.530 -1.704
H 4.972 -2.554 -1.237
H 6.168 4.018 -4.586
H -2.823 -2.754 -2.985
H -0.194 -1.362 -5.208
H 5.311 0.037 -4.852
C -2.187 -2.373 -3.789
C 1.835 1.761 3.768
C -0.948 5.544 1.814
H 4.384 -1.775 5.651
H 6.681 5.425 -5.554
H -3.397 0.191 -1.435
H 5.942 -0.200 -1.296
C -5.345 -1.265 -0.669
H 4.064 4.729 -3.195
H -0.059 7.351 0.463
H -3.587 -1.925 5.907
C -2.701 -4.023 -5.391
H 5.487 -1.012 0.616
H 0.625 1.247 -2.176
N 4.766 6.689 -4.657
H -2.898 -0.328 1.379
H -2.433 6.057 0.380
H 2.662 4.934 -4.260
H -0.441 -0.352 -1.104
C -1.350 -2.966 1.629
C -2.532 0.639 1.752
H 5.782 1.010 -3.517
H -3.006 1.066 5.650
H -7.715 -3.175 0.830
H -1.774 -0.427 3.946
C 4.557 5.336 -5.196
H 0.789 4.700 -0.416
H -5.074 0.924 4.486
H -1.382 -0.602 -3.065
H 1.677 2.627 3.125
H 2.592 -0.850 4.011
N 4.553 -1.410 0.524
C -3.086 -1.010 6.252
H 1.934 2.078 4.805
```

Summary:
**E_tot**: -2484.546570 Eh
**Frontier orbital gap**: 9.387 eV
**Energy relative to the best compared isomer or geometry (same formula, charge and spin)**: 0.0 kJ/mol
**Charge**: 0

Here are the Löwdin charges for atoms 1 to 6, given in e: atom 1 (H): 0.080, atom 2 (O): -0.175, atom 3 (C): -0.239, atom 4 (H): 0.091, atom 5 (H): 0.072, atom 6 (C): -0.402